# 1
The following is a quantum chemistry calculation of C24H28CrN2O5Si2 as an isolated structure, from OMol25.

```
62
C24H28CrN2O5Si2, DFT ωB97M-V/def2-TZVPD
Cr 0.407 -0.837 0.538
Si -0.265 1.165 -0.799
Si 2.366 -0.425 -0.988
O 1.548 -0.032 1.952
O 2.551 0.176 3.929
O -0.554 -1.859 1.980
O -1.333 1.033 2.180
O -0.408 -2.805 3.999
N -3.977 -5.512 -0.391
N -0.627 -2.106 -0.830
C -2.285 -3.797 -1.297
C 0.216 0.588 3.868
C 0.702 1.327 -2.445
C -1.518 -3.018 -0.438
C 0.306 2.127 -3.520
C -0.573 -1.837 3.265
C -2.038 0.251 3.147
C 2.681 0.722 -3.693
C 1.910 0.612 -2.532
C -2.138 -3.625 -2.729
C -0.476 -1.953 -2.216
C -0.486 1.722 3.106
C -0.919 -0.488 3.901
C -1.204 -2.679 -3.128
C 2.272 1.514 -4.757
C -3.206 -4.732 -0.767
C -0.029 2.914 -0.065
C 1.077 2.220 -4.671
C -2.638 1.335 4.058
C 3.246 -1.980 -1.663
C 1.550 0.191 3.216
C -1.514 2.404 4.024
C -2.109 1.118 -1.261
C 3.750 0.589 -0.171
H 3.368 1.564 0.142
H -1.866 3.332 3.571
H -2.398 1.974 -1.882
H 2.544 -2.613 -2.212
H -1.206 -0.697 4.931
H -2.844 0.959 5.061
H -2.707 1.143 -0.347
H -1.029 -2.489 -4.182
H 3.615 0.172 -3.772
H 0.241 -1.218 -2.541
H 0.747 2.835 -5.502
H 4.078 -1.727 -2.329
H 0.182 2.386 2.567
H -1.623 -3.135 0.633
H -2.721 -4.206 -3.429
H 4.109 0.085 0.728
H -0.629 2.680 -3.464
H 2.877 1.579 -5.656
H -0.760 3.110 0.722
H -2.751 -0.396 2.640
H -0.169 3.658 -0.857
H 0.976 3.045 0.344
H 0.463 0.899 4.882
H -3.567 1.721 3.637
H 4.587 0.750 -0.861
H -1.103 2.632 5.008
H -2.348 0.200 -1.803
H 3.649 -2.568 -0.834
```

* Kohn-Sham gap (spin up / spin down): 0.158 / 0.220 hartree
* multiplicity: 5
* expectation value of S²: 6.261
* total charge: -2
* ΔE to the lowest compared entry with this formula, charge and spin: 0.2643 eV
* HOMO level (spin up / spin down): 0.41 / -1.26 eV

Löwdin atomic charge list, values in e, 2 entries: 0.55, 0.58

***

# 2
The following is a quantum chemistry calculation of C24H28FN9O9PTl as an isolated structure, from OMol25.

```
73
C24H28FN9O9PTl, DFT ωB97M-V/def2-TZVPD
Tl -0.347 0.166 -1.059
P -3.010 0.496 1.742
F 3.192 -3.470 -4.511
O 0.951 -1.971 1.476
O 1.493 0.007 -4.819
O 5.786 -2.510 -3.914
O -0.035 -0.083 -3.201
O 0.374 0.865 0.878
O 2.105 1.667 2.022
O 1.036 -1.680 -0.766
O 4.886 -2.813 0.529
O -0.498 2.817 -1.400
N -2.541 1.007 -1.044
N 5.274 -2.672 -1.705
N -2.025 3.057 1.639
N 1.818 1.163 -1.512
N -4.514 1.625 -0.317
N -1.268 1.985 3.411
N 3.192 -3.345 -0.920
N -2.253 -2.172 2.018
N -1.805 -1.387 0.021
C -0.836 3.273 3.520
C -1.968 -3.244 1.227
C -2.128 -1.048 1.268
C 4.971 -2.787 -3.066
C -1.705 -2.745 -0.012
C -2.491 -2.243 3.443
C 2.791 -3.491 -2.225
C 2.517 1.027 -0.236
C -3.328 1.071 0.030
C 2.296 0.305 -2.596
C 2.243 -3.495 0.171
C 0.778 3.398 -1.203
C 1.750 2.550 -1.995
C -0.876 0.895 4.277
C -1.942 1.882 2.244
C 4.480 -2.936 -0.608
C -4.466 1.927 -1.647
C -1.325 3.930 2.430
C 1.607 1.222 0.998
C 3.610 -3.259 -3.259
C -5.632 1.852 0.580
C 1.180 0.063 -3.649
C -3.238 1.534 -2.089
C 1.318 -2.258 0.345
H -1.223 4.971 2.168
H -1.686 0.170 4.347
H -0.658 1.287 5.267
H 2.748 3.002 -1.990
H 0.791 4.415 -1.608
H 1.604 -4.359 -0.023
H -1.543 -2.344 3.973
H -5.935 0.916 1.046
H -5.353 2.557 1.363
H 6.213 -2.373 -1.489
H -3.128 -3.094 3.672
H 0.019 0.417 3.875
H 3.162 0.723 -3.114
H -1.449 -3.257 -0.924
H 1.376 2.522 -3.020
H 3.365 1.710 -0.144
H 1.059 3.447 -0.146
H -5.288 2.392 -2.163
H 2.797 -3.640 1.091
H -0.206 3.604 4.326
H 2.551 -0.673 -2.192
H -6.468 2.255 0.016
H 1.772 -3.812 -2.385
H -2.985 -1.329 3.768
H 2.883 0.004 -0.139
H -1.955 -4.249 1.610
H -1.078 2.981 -0.629
H -2.802 1.582 -3.072
```

* Kohn-Sham gap: 0.306 hartree
* ΔE to the lowest compared entry with this formula, charge and spin: 0.3258 eV
* HOMO level: -8.41 eV

Löwdin atomic charge list, values in e, 2 entries: 1.10, 1.21

***

# 3
The following is a quantum chemistry calculation of C24H28LaN3O7S as an isolated structure in a non-equilibrium geometry, from OMol25.

```
64
C24H28LaN3O7S, DFT ωB97M-V/def2-TZVPD
La 1.796 -2.482 -0.505
S -0.562 0.033 -4.751
O -0.138 0.529 6.003
O 6.067 1.238 1.002
O -0.853 2.325 -3.291
O 1.421 1.216 4.691
O 3.873 1.384 1.225
O -3.094 2.362 0.285
O -0.683 3.472 3.774
N -2.966 2.800 -3.677
N -1.311 3.142 1.555
N -2.659 1.648 -4.348
C 4.898 -0.547 0.084
C -1.880 3.171 -3.084
C -1.166 -3.790 -1.628
C -0.784 -1.055 3.409
C -1.665 -2.901 2.014
C -1.073 1.253 2.860
C -1.075 -1.316 -3.644
C -0.296 3.730 0.698
C -1.825 0.896 1.771
C -1.415 1.393 -4.105
C -0.541 0.286 3.713
C -2.275 -3.289 0.672
C 0.049 -3.352 -2.491
C 2.083 2.815 0.506
C 5.002 0.778 0.799
C 0.294 0.708 4.851
C 0.108 -1.819 -2.797
C -2.210 2.170 1.049
C -2.073 -0.430 1.460
C 2.872 1.559 0.218
C -1.522 -1.418 2.288
C -1.455 -2.756 -0.505
C -0.957 2.768 2.873
C 0.628 2.673 0.064
H 2.537 3.646 -0.023
H 3.884 -0.991 0.175
H 0.989 -3.671 -1.936
H -2.024 -1.962 -0.975
H -3.302 -2.942 0.616
H 5.193 -0.417 -0.954
H 3.349 1.593 -0.764
H -0.772 4.328 -0.072
H 0.310 1.648 0.271
H 0.283 4.409 1.317
H -2.276 -4.375 0.647
H 2.205 0.668 0.215
H 5.600 -1.254 0.511
H -0.638 -3.293 2.012
H -1.798 4.058 -2.486
H 0.182 -1.137 -1.906
H 0.573 2.788 -1.017
H -2.164 -3.386 2.847
H 2.128 2.964 1.583
H -1.069 -4.805 -1.259
H 0.115 -3.906 -3.419
H -0.551 -2.227 -0.110
H -1.490 -2.105 -4.261
H -2.658 -0.672 0.587
H -1.847 -0.921 -2.994
H -2.024 -3.759 -2.293
H 1.016 -1.649 -3.385
H -0.360 -1.828 4.036
```

* Kohn-Sham gap: 0.086 hartree
* total charge: +2
* HOMO level: -12.98 eV

Löwdin atomic charge list, values in e, 2 entries: 1.94, 1.04